[1]
Here is a molecular structure, C33H74F12N8O15PS2Ti from the Open Molecules 2025 dataset. Energies are from ωB97M-V with the def2-TZVPD basis set.

Element x y z (Å)
Ti 18.70484 -14.28455 -9.23405
C 22.55847 -12.91961 -9.94941
F 23.32144 -12.63885 -11.00081
F 22.67335 -14.21515 -9.69217
F 22.93068 -12.17702 -8.94444
S 20.78620 -12.47120 -10.53371
O 20.89712 -11.29393 -11.34323
O 20.19136 -13.60997 -11.24172
N 19.85138 -12.30355 -9.04388
S 19.92950 -10.79116 -8.52529
O 21.11507 -10.51449 -7.72929
O 19.54407 -9.79984 -9.49373
C 18.46919 -10.86766 -7.24067
F 17.37663 -11.12218 -7.95941
F 18.65252 -11.93292 -6.44630
F 18.37684 -9.78661 -6.52781
C 19.50960 -17.88931 -6.60352
C 20.60098 -18.77802 -6.64049
C 21.68741 -18.63959 -7.64938
O 22.73800 -19.38690 -7.69182
C 21.54862 -17.72662 -8.66042
C 20.50612 -16.77939 -8.70680
C 19.42501 -16.80969 -7.60150
O 18.64257 -15.79742 -7.41888
O 20.58230 -15.77815 -9.49618
O 20.68639 -19.61998 -5.64956
H 18.73718 -18.01857 -5.85728
H 22.21682 -17.61626 -9.50997
C 14.00850 -16.05174 -6.31647
C 15.32193 -16.79324 -6.25756
C 15.63887 -17.48872 -4.96203
O 14.54058 -18.33488 -4.64360
C 14.48696 -18.80322 -3.29261
N 15.39596 -17.64547 -7.52947
H 16.23612 -18.22748 -7.52783
H 14.73026 -18.42738 -7.48593
H 15.23004 -17.09152 -8.38117
H 13.78520 -15.68532 -7.31691
H 14.07875 -15.19836 -5.64592
H 13.26795 -16.80557 -6.04187
H 16.08074 -16.02980 -6.46233
H 15.84363 -16.70696 -4.22559
H 16.56207 -18.08003 -4.96158
H 14.89013 -18.10724 -2.55543
H 15.07985 -19.70800 -3.15943
H 13.44481 -19.03479 -3.08976
C 17.62812 -22.52281 -4.02894
C 17.75349 -21.04037 -3.80940
C 17.45467 -20.60342 -2.40481
O 17.42648 -19.19606 -2.39526
C 17.37888 -18.52746 -1.15481
N 19.11291 -20.48453 -4.23111
H 19.88683 -20.94102 -3.74638
H 19.35111 -20.72491 -5.19890
H 19.20054 -19.45627 -4.29568
H 17.57373 -22.81684 -5.07510
H 16.72998 -22.88180 -3.52365
H 18.39335 -23.10328 -3.50341
H 17.05966 -20.63588 -4.54940
H 18.16066 -20.98917 -1.66310
H 16.46322 -20.96074 -2.11487
H 18.15474 -18.84948 -0.46000
H 16.39994 -18.75708 -0.70852
H 17.26807 -17.46739 -1.37458
C 21.97156 -22.23038 -9.11565
C 21.46405 -21.60354 -10.42252
C 22.45667 -21.70767 -11.55888
O 22.67861 -23.02740 -11.95775
C 23.76691 -23.27837 -12.83988
N 20.16233 -22.27748 -10.92690
H 20.27803 -23.29838 -10.96560
H 19.26956 -22.08003 -10.49098
H 20.25098 -22.10167 -11.93383
H 22.99089 -21.90813 -8.92530
H 21.95019 -23.31867 -9.15673
H 21.29050 -21.76734 -8.39771
H 21.12267 -20.58160 -10.26278
H 23.39392 -21.26083 -11.20907
H 22.18711 -21.12814 -12.44974
H 24.67278 -22.91001 -12.35437
H 23.63671 -22.75812 -13.79389
H 23.82827 -24.33049 -13.10028
C 27.24966 -16.18785 -9.35486
C 26.04215 -16.97115 -9.76696
C 26.32515 -17.96991 -10.91222
O 25.23140 -18.81047 -11.16319
C 25.49288 -19.67522 -12.26085
N 25.46943 -17.71709 -8.52213
H 24.47508 -17.98350 -8.59832
H 25.90455 -18.63302 -8.39563
H 25.61001 -17.14522 -7.69084
H 27.00681 -15.51136 -8.52899
H 27.72916 -15.53044 -10.08009
H 28.09056 -16.76986 -8.96892
H 25.10526 -16.46087 -9.99319
H 27.24429 -18.54221 -10.75125
H 26.47862 -17.28024 -11.75008
H 26.03914 -20.51128 -11.81734
H 25.99049 -19.16792 -13.09077
H 24.50942 -19.93680 -12.65447
C 23.15404 -19.45241 -3.67408
C 23.61867 -20.84935 -4.02432
O 23.98482 -21.64172 -3.22711
N 23.53825 -21.26016 -5.46192
H 22.55629 -21.40053 -5.72340
H 23.84709 -20.51601 -6.10032
C 24.33879 -22.52483 -5.74716
H 23.09388 -18.88127 -4.59883
H 23.82512 -19.02481 -2.93184
H 22.18643 -19.56945 -3.18622
H 24.75407 -22.52029 -6.75415
H 23.69434 -23.36521 -5.52430
H 25.25611 -22.46241 -5.16587
C 21.22422 -13.75147 -6.39997
C 20.53191 -13.68827 -5.08605
O 20.54148 -12.80807 -4.30952
N 19.56286 -14.86570 -4.89643
H 18.71853 -14.38630 -4.56842
H 19.23359 -15.24378 -5.80304
C 20.26140 -15.86282 -4.00759
H 20.57529 -13.80335 -7.26506
H 21.96870 -14.55287 -6.47999
H 21.91419 -12.90499 -6.41924
H 19.38950 -16.33409 -3.54752
H 20.73720 -15.42519 -3.13172
H 20.89283 -16.59282 -4.49996
C 18.97069 -17.96232 -13.26248
C 20.31772 -17.94654 -12.59099
O 21.02480 -18.90627 -12.52400
N 20.82536 -16.58431 -12.16611
H 20.14486 -15.98609 -12.64493
H 20.68706 -16.30204 -11.16742
C 22.27150 -16.33524 -12.62185
H 18.75939 -18.88120 -13.80374
H 18.81997 -17.14558 -13.97030
H 18.20979 -17.89709 -12.47759
H 22.36359 -15.29184 -12.32205
H 22.24804 -16.40326 -13.70566
H 23.06265 -16.92850 -12.17629
P 16.02273 -15.00660 -10.22249
F 16.98977 -16.18744 -9.65979
F 14.77241 -15.67211 -9.38842
F 16.36674 -14.04677 -8.91413
F 15.10567 -13.85998 -10.81228
F 17.26790 -14.32323 -11.06021
F 15.64084 -15.88736 -11.50897

Forces on the atoms, in the same order (eV/Å):
1.002 -0.689 -0.304
-0.453 0.793 -1.335
0.089 -0.182 -0.052
0.093 -0.188 0.456
-0.086 -0.290 0.391
-1.757 1.458 0.106
0.505 -0.941 1.261
0.188 -0.511 1.471
1.578 -2.074 -3.194
-0.279 3.787 2.197
-0.996 -0.950 -0.660
0.021 -1.141 0.604
1.053 -0.484 -2.065
-0.346 0.365 0.286
0.138 -0.511 0.719
-0.100 0.029 -0.099
0.622 1.600 -3.182
0.010 0.058 1.285
0.518 -1.312 -0.174
0.420 -0.570 1.198
-1.988 1.873 -1.083
-0.582 -0.817 2.786
1.936 -1.771 0.734
-0.328 1.247 -0.748
-1.801 1.139 -1.146
1.638 -0.162 -1.410
-0.033 0.252 0.147
0.520 -0.355 0.308
-0.265 -0.863 0.243
0.837 1.647 -1.609
-0.617 -1.013 0.112
0.615 0.620 0.230
-0.008 -0.361 -0.076
-0.127 -2.091 1.481
0.662 0.892 -0.491
-0.787 0.647 -0.002
0.217 0.126 -0.021
0.145 0.058 0.067
-0.454 -0.136 0.188
-0.495 0.656 0.268
0.368 -0.334 0.164
-0.463 0.115 0.221
0.192 -0.071 -0.407
-0.262 0.428 -0.235
-0.067 -0.154 -0.263
0.026 0.109 0.089
0.435 -0.918 0.889
0.288 0.193 -0.679
-0.744 0.692 0.637
1.125 0.314 -1.276
-1.801 -0.553 0.349
-1.643 -1.373 0.083
-0.109 0.585 0.517
-0.116 0.144 -0.178
0.092 -0.709 0.728
0.108 0.063 0.010
-0.260 0.204 -0.287
0.293 0.099 -0.268
-0.104 0.712 0.436
0.233 -0.154 -0.107
-0.014 -0.353 0.008
0.232 0.419 -0.116
0.220 -0.173 0.376
0.823 0.070 0.134
-1.051 0.612 -0.662
-0.096 -0.620 0.099
1.201 0.435 -1.010
-1.175 -1.062 0.787
0.154 0.864 -0.287
1.763 -1.362 -1.033
0.092 -0.053 0.577
-0.064 0.459 -0.096
-1.151 0.542 -0.023
-0.075 0.199 0.005
-0.149 0.023 0.139
0.379 -0.634 0.712
0.564 0.200 -0.059
-0.019 0.131 0.225
-0.393 0.281 0.126
0.225 -0.265 -0.156
-0.074 0.224 0.072
-0.121 -0.095 0.526
0.593 1.035 1.041
-1.049 -1.691 -0.119
-0.096 1.015 0.378
-0.270 0.964 0.459
-0.597 -0.030 0.165
0.360 -0.884 -0.246
-0.158 0.271 -0.078
0.442 0.195 0.166
-0.029 -0.088 0.083
-0.173 0.049 -0.054
-0.548 -0.206 -0.525
-0.295 -0.562 -0.156
0.612 0.920 -0.584
0.072 0.034 0.141
0.288 -0.235 -0.242
0.105 -0.246 -0.850
0.421 -0.087 0.262
0.171 -0.450 0.124
0.279 -0.626 -0.746
-0.226 0.674 1.707
0.105 -0.327 -0.414
0.811 -0.769 -1.058
-0.139 0.453 -0.030
-0.510 0.340 -0.007
0.456 0.728 0.074
-0.317 0.367 0.286
0.164 -0.052 -0.129
-0.118 0.199 -0.236
-0.860 0.048 -0.320
0.414 -0.243 0.041
-0.388 -0.388 0.608
2.067 0.083 0.423
-0.206 0.525 -1.927
-0.116 -0.484 0.683
1.016 1.080 -0.016
0.150 -0.505 1.079
0.349 -0.470 -0.540
-2.346 -0.324 1.402
-0.182 0.193 0.131
-0.544 -0.600 0.229
-0.630 0.481 -0.365
0.373 -0.838 -0.017
0.283 0.673 -0.497
-0.144 0.337 -0.553
-0.371 0.273 0.489
-0.006 -0.960 -0.949
0.167 0.571 0.689
-0.137 -1.135 -0.857
0.688 0.744 -0.136
0.196 -0.238 0.953
-1.397 1.494 -0.090
0.503 -0.149 0.126
0.060 0.204 0.199
-0.127 0.329 -0.059
0.559 0.029 -0.245
0.296 -0.073 0.007
-0.602 -0.490 0.281
-3.934 1.056 -2.658
0.724 0.367 0.136
0.727 0.076 0.089
0.937 -0.672 -0.203
-0.082 0.040 0.882
1.233 -0.530 1.306
0.803 -0.562 0.612

Computed properties:
Spin multiplicity = 4
HOMO (spin up / spin down) = -14.885 / -16.533 eV
Charge = +4
LUMO level (spin up / spin down) = -8.94 / -8.97 eV


[2]
Here is 4 unconnected molecules or ions with the total composition C3H14O4 from the Open Molecules 2025 dataset. Energies are from ωB97M-V with the def2-TZVPD basis set.

Element x y z (Å)
C 0.93140 1.38148 0.24606
C -0.22868 1.39708 1.22191
C -1.53621 0.99220 0.55816
O 0.12358 0.44746 2.24022
H 1.88134 1.41571 0.77011
H 0.84979 0.49721 -0.37966
H 0.91243 2.26200 -0.41530
H -0.36987 2.38184 1.68063
H -1.73414 1.63565 -0.30108
H -1.52476 -0.04186 0.19966
H -2.36808 1.06107 1.27081
H -0.64207 0.23851 2.78494
H -0.67346 0.59031 -2.59366
H -0.34067 1.50444 -3.78662
O -0.02217 0.73807 -3.29049
H -0.50618 -2.74583 1.18978
H 0.54940 -1.77718 1.63978
O 0.22372 -2.67214 1.81377
H 0.57186 -1.18288 -2.65196
H 0.88952 -2.60386 -2.21666
O 0.57335 -1.75908 -1.87487

Forces on the atoms, in the same order (eV/Å):
-0.270 0.734 -0.296
-0.060 -0.537 0.088
-0.230 -0.069 0.072
0.079 -0.003 -0.049
0.071 -0.199 0.090
0.293 -0.208 -0.007
-0.146 -0.245 0.156
0.179 0.036 -0.019
-0.160 0.111 0.084
0.300 0.045 0.031
0.054 0.154 -0.199
-0.043 0.072 -0.027
0.020 0.116 -0.053
0.090 -0.254 0.128
-0.167 0.112 -0.014
0.033 -0.162 0.007
0.055 -0.001 0.206
-0.107 0.238 -0.193
0.068 0.058 0.074
-0.044 0.062 0.187
-0.016 -0.061 -0.267

Computed properties:
HOMO = -10.433 eV
Structure (SMILES) = CC(C)O.O.O.O
LUMO level = 0.45 eV